[1]
# C5H7ClO2

An isolated molecule of C5H7ClO2 in a non-equilibrium geometry (the ωB97M-V functional and the def2-TZVPD basis, the OMol25 dataset).

Geometry as XYZ:
```
15
Properties=species:S:1:pos:R:3
O -1.563 1.714 -0.603
C -1.428 0.680 0.369
C -2.213 -0.676 0.194
O -1.335 -1.645 -0.280
C -0.066 -1.215 -0.073
C -0.052 0.070 0.357
C 1.176 0.894 0.302
Cl 2.638 -0.128 -0.117
H -2.322 2.213 -0.368
H -1.642 1.099 1.378
H -2.935 -0.578 -0.647
H -2.657 -0.954 1.233
H 0.833 -1.794 -0.268
H 1.487 1.346 1.271
H 1.072 1.781 -0.435
```

Calculated values
E_HOMO ... -8.75 eV
SMILES ... O[C@H]1COC=C1CCl
Gap between HOMO and LUMO ... 9.37 eV
Calculated total energy ... -21914.32292 eV

[2]
# C28H42BrN3P2Zn

A structure of composition C28H42BrN3P2Zn in a non-equilibrium geometry (the ωB97M-V functional and the def2-TZVPD basis, the OMol25 dataset).

Geometry as XYZ:
```
77
Properties=species:S:1:pos:R:3
C 1.846 -4.779 2.892
C 2.109 -4.829 1.515
C 2.514 -6.061 0.959
C 2.840 -7.096 1.854
N 2.653 -7.016 3.167
C 2.178 -5.878 3.693
C 1.931 -3.608 0.761
C 1.894 -2.315 0.959
C 2.176 -1.099 1.649
C 1.182 -0.104 1.714
C 1.522 1.238 1.710
C 2.874 1.620 1.847
C 3.862 0.620 2.013
C 3.489 -0.717 2.049
Zn 1.441 -2.762 -0.872
P -2.633 0.892 -0.278
H 2.598 -6.216 -0.103
H 1.430 -3.880 3.333
H 3.235 -8.049 1.474
H 2.027 -5.833 4.769
H 4.209 -1.489 2.299
H 0.135 -0.380 1.679
H 4.907 0.907 2.117
H 0.723 1.980 1.610
C -2.904 2.390 -1.347
C -3.891 2.309 -2.514
H -1.892 2.605 -1.734
H -3.161 3.212 -0.657
H -3.984 3.309 -2.956
H -3.526 1.638 -3.301
H -4.898 1.991 -2.212
C -3.140 -0.494 -1.380
C -3.145 -1.847 -0.667
H -2.420 -0.513 -2.229
H -4.134 -0.265 -1.795
H -3.188 -2.645 -1.414
H -2.235 -2.001 -0.076
H -4.029 -1.963 -0.027
C -4.053 1.016 0.901
C -5.467 0.847 0.355
H -3.942 2.003 1.376
H -3.847 0.264 1.679
H -6.161 0.861 1.204
H -5.758 1.672 -0.305
H -5.616 -0.101 -0.177
Br 3.342 3.380 1.697
P 1.935 0.301 -2.916
C 0.093 -0.007 -2.884
C -0.581 0.550 -4.142
H -0.329 0.449 -1.967
H 0.000 -1.101 -2.807
H -1.665 0.375 -4.115
H -0.409 1.631 -4.283
H -0.184 0.036 -5.030
C 1.897 1.882 -1.917
C 2.970 2.897 -2.309
H 1.952 1.675 -0.840
H 0.914 2.322 -2.129
H 2.821 3.818 -1.745
H 3.999 2.544 -2.131
H 2.888 3.137 -3.368
C 2.725 -0.694 -1.590
C 3.514 -1.890 -2.156
H 1.879 -0.943 -0.879
H 3.386 -0.025 -1.009
H 3.988 -2.432 -1.318
H 2.837 -2.583 -2.702
H 4.291 -1.553 -2.851
N -0.513 4.455 2.285
C -1.082 5.035 3.366
C -1.951 4.083 3.900
C -1.843 2.952 3.051
N -0.933 3.174 2.077
H 0.157 4.844 1.634
H -0.854 6.043 3.663
H -2.578 4.184 4.771
H -2.411 2.028 3.109
```

Calculated values
E_HOMO (spin up / spin down) ... -12.62 / -12.62 eV
Gap between HOMO and LUMO (spin up / spin down) ... 3.30 / 3.30 eV
Calculated total energy ... -171203.66790 eV
Total charge ... +2

[3]
# C25H35CoNOPS4Sb

A structure of composition C25H35CoNOPS4Sb in a non-equilibrium geometry (the ωB97M-V functional and the def2-TZVPD basis, the OMol25 dataset).

Geometry as XYZ:
```
69
Properties=species:S:1:pos:R:3
Co 0.110 -1.619 0.736
S -0.469 -1.865 2.947
S -1.987 -3.134 3.148
S -3.109 -3.145 1.303
S -2.057 -2.206 -0.082
N 2.201 -1.697 1.349
C 2.721 -0.457 1.872
C 3.789 -0.450 2.760
C 4.313 0.751 3.202
C 3.788 1.951 2.743
C 2.701 1.945 1.887
C 2.137 0.742 1.467
P 0.580 0.666 0.492
C 1.057 1.353 -1.128
C 0.085 1.912 -1.957
C 0.427 2.396 -3.208
C 1.740 2.311 -3.652
C 2.709 1.740 -2.841
C 2.370 1.262 -1.584
C -0.404 2.013 1.247
C -0.260 3.348 0.866
C -0.979 4.336 1.519
C -1.853 4.006 2.546
C -2.006 2.680 2.924
C -1.286 1.689 2.276
H 2.654 -1.936 0.470
H 2.382 -2.456 1.995
H 4.217 -1.387 3.098
H 5.137 0.749 3.903
H 4.215 2.892 3.063
H 2.273 2.881 1.561
H -0.939 1.987 -1.608
H -0.330 2.846 -3.838
H 2.005 2.694 -4.629
H 3.733 1.670 -3.184
H 3.133 0.835 -0.943
H 0.403 3.622 0.057
H -0.855 5.369 1.223
H -2.420 4.782 3.044
H -2.686 2.417 3.723
H -1.398 0.653 2.574
C 1.927 -5.470 0.056
C 0.654 -4.644 0.105
O 0.813 -3.350 -0.502
C 0.678 -3.356 -1.927
C 0.822 -1.938 -2.435
H 1.756 -6.417 0.567
H 2.747 -4.956 0.561
H 2.229 -5.689 -0.968
H 0.367 -4.458 1.142
H -0.166 -5.170 -0.390
H -0.305 -3.761 -2.190
H 1.447 -4.000 -2.358
H 0.043 -1.300 -2.005
H 0.722 -1.915 -3.518
H 1.797 -1.525 -2.167
C -3.817 2.618 -0.690
Sb -3.281 0.511 -0.487
C -5.217 -0.389 -0.175
C -3.185 0.021 -2.587
H -4.794 2.780 -0.237
H -3.852 2.884 -1.745
H -3.075 3.227 -0.175
H -5.990 0.288 -0.535
H -5.381 -0.605 0.879
H -5.251 -1.318 -0.741
H -4.065 0.423 -3.085
H -3.178 -1.064 -2.686
H -2.285 0.429 -3.046
```

Calculated values
⟨S²⟩ ... 6.024
E_HOMO (spin up / spin down) ... -9.87 / -9.82 eV
Gap between HOMO and LUMO (spin up / spin down) ... 7.56 / 5.24 eV
2S+1 ... 5
Calculated total energy ... -126820.18303 eV
Total charge ... +1

[4]
# C5H13NO2

A cluster of 2 separate species, C5H13NO2 in total in a non-equilibrium geometry (the ωB97M-V functional and the def2-TZVPD basis, the OMol25 dataset).

Geometry as XYZ:
```
21
Properties=species:S:1:pos:R:3
C 0.000 0.000 0.000
C -0.427 -1.324 -0.605
N 0.767 -2.145 -0.653
C 0.844 -3.261 -1.390
O -0.017 -3.716 -2.143
C 2.184 -3.979 -1.168
C 2.582 -5.043 -2.253
H 0.509 -0.139 0.969
H -0.868 0.664 0.151
H 0.700 0.489 -0.698
H -1.165 -1.869 0.014
H -0.836 -1.251 -1.631
H 1.647 -1.771 -0.289
H 2.992 -3.225 -1.116
H 2.115 -4.467 -0.177
H 2.318 -4.679 -3.260
H 2.081 -6.012 -2.087
H 3.673 -5.198 -2.210
O -1.037 -0.037 4.314
H -1.489 -0.081 3.441
H -1.683 -0.423 4.948
```

Calculated values
E_HOMO ... -9.59 eV
SMILES ... CCNC(=O)CC.O
Gap between HOMO and LUMO ... 10.18 eV
Calculated total energy ... -10981.24599 eV

[5]
# C5H29N2O9

A cluster of 9 separate species, C5H29N2O9 in total in a non-equilibrium geometry (the ωB97M-V functional and the def2-TZVPD basis, the OMol25 dataset).

Geometry as XYZ:
```
45
Properties=species:S:1:pos:R:3
C -0.059 3.676 0.021
O 0.523 3.658 1.324
C -0.290 2.171 -0.188
C 0.996 1.418 -0.694
C 1.266 0.253 0.220
N 2.056 -2.588 0.394
C 1.431 -2.235 -0.816
N 0.849 -1.006 -0.739
H 0.572 4.148 -0.649
H -1.029 4.221 0.119
H 0.448 4.535 1.702
H -1.055 2.020 -0.852
H -0.610 1.659 0.744
H 0.848 1.062 -1.672
H 1.979 2.127 -0.708
H 0.481 0.078 0.973
H 2.325 0.094 0.635
H 2.490 -3.438 0.434
H 2.073 -1.896 1.173
H 1.373 -3.024 -1.738
H 0.103 -0.704 -1.486
H -2.814 -0.898 -1.713
H -1.588 -0.190 -0.866
O -2.017 -1.070 -1.174
H -3.994 0.533 -3.500
H -3.278 1.078 -2.124
O -3.686 0.346 -2.613
H -1.211 -3.421 -2.223
H -0.889 -4.196 -3.383
O -0.433 -3.778 -2.661
H -0.631 -1.515 3.341
H -0.618 -1.100 4.999
O -0.067 -1.152 4.175
H -1.260 -2.565 1.143
H -2.319 -1.568 1.186
O -1.899 -2.128 1.756
H 1.545 2.292 1.794
H 2.596 2.292 3.077
O 2.295 1.857 2.260
H 2.186 -0.079 2.786
H 1.578 -1.259 3.598
O 2.221 -1.049 2.775
H -0.171 0.801 -4.003
H -1.524 -0.011 -3.602
O -0.794 0.550 -3.224
```

Calculated values
E_HOMO ... -13.20 eV
Gap between HOMO and LUMO ... 10.56 eV
Calculated total energy ... -27055.57916 eV
Total charge ... +1

[6]
# C12H17N

A cluster of 2 separate species, C12H17N in total in a non-equilibrium geometry (the ωB97M-V functional and the def2-TZVPD basis, the OMol25 dataset).

Geometry as XYZ:
```
30
Properties=species:S:1:pos:R:3
C -0.228 0.679 -3.662
C -0.713 1.007 -2.293
C -2.022 1.054 -1.908
N -2.065 1.488 -0.605
C -0.769 1.564 -0.101
C -0.338 1.795 1.226
C 1.035 1.931 1.379
C 1.928 1.722 0.324
C 1.487 1.271 -0.920
C 0.111 1.217 -1.131
H -0.928 -0.005 -4.181
H 0.846 0.463 -3.680
H -0.223 1.545 -4.333
H -2.895 0.955 -2.518
H -2.824 1.716 0.013
H -0.997 2.002 2.060
H 1.383 2.444 2.276
H 2.978 1.606 0.564
H 2.284 1.224 -1.661
C -0.629 -1.342 1.499
C 0.490 -2.395 1.256
C 0.752 -3.333 2.428
H -0.367 -0.388 0.997
H -1.524 -1.603 0.915
H -0.842 -1.191 2.574
H 1.405 -1.794 1.143
H 0.193 -2.866 0.312
H 1.361 -2.898 3.217
H 1.327 -4.178 2.033
H -0.218 -3.689 2.775
```

Calculated values
E_HOMO ... -7.77 eV
SMILES ... Cc1c[nH]c2ccccc12.CCC
Gap between HOMO and LUMO ... 8.71 eV
Calculated total energy ... -14209.09549 eV